{"formula": "C2H8NOS", "method": "ωB97M-V/def2-TZVPD", "total_energy_ev": -16574.162, "homo_energy_ev": [-9.6242, -9.2506], "e_above_lowest_kcal_mol": 24.1, "spin_multiplicity": 2, "s_squared": 0.753, "homo_lumo_gap_ev": [10.446, 7.064], "elements": ["C", "C", "S", "N", "H", "H", "H", "H", "H", "H", "H", "H", "O"], "positions_angstrom": [[-1.629840, 0.997460, 0.952212], [-0.038890, 1.067322, 0.970839], [1.163630, 0.169972, -0.115310], [-1.946328, 1.399187, -0.446297], [-1.905094, 1.695620, 1.741872], [-1.976566, -0.035295, 0.957264], [0.533156, 0.870910, 1.941297], [0.051610, 2.118605, 0.657762], [-2.927247, 1.600940, -0.566115], [-1.303726, 2.048148, -0.882544], [0.768429, -2.508250, -1.250636], [1.817655, -2.859711, -0.520380], [1.171357, -3.375468, -1.039955]], "forces_ev_per_angstrom": [[2.6336, -0.8671, -2.4158], [0.4334, 0.2046, 0.2640], [-1.2700, 0.1070, 0.2897], [-0.1801, -0.3989, 0.8635], [-0.5550, -0.2991, 0.0867], [-0.2517, 0.1495, 1.0955], [-1.2728, 0.5989, -0.8146], [0.7815, -0.0787, 0.6076], [0.1826, 0.3237, -0.2679], [-0.4604, 0.2313, 0.2550], [-1.0559, -0.8260, -0.7551], [0.6235, -1.3657, 0.3631], [0.3912, 2.2206, 0.4283]]}